Density functional theory data (ωB97M-V with the def2-TZVPD basis set) for a structure of composition C4H6O2.

Properties
* F_max: 0.5 eV Å⁻¹
* energy above the lowest of the compared OMol25 structures with the same formula, charge and spin: 101.2 kcal/mol
* E_LUMO: 0.192 eV
* HOMO-LUMO gap: 9.3 eV

The geometry in XYZ format:
```
12
Properties=species:S:1:pos:R:3:forces:R:3
C -1.626631 -0.317341 -0.214919 -0.044 -0.074 -0.028
C -0.456500 -0.887641 0.547973 -0.034 -0.159 0.074
O -0.349989 -2.068558 0.851959 -0.015 0.250 -0.169
C 0.588686 -0.039160 1.086302 0.071 -0.301 -0.032
C 1.686368 0.334137 0.175005 0.107 -0.136 0.021
O 0.801813 1.468074 -0.030726 -0.115 0.151 0.136
H -1.287088 0.228843 -1.101327 -0.015 -0.103 0.133
H -2.284664 -1.139918 -0.501084 0.070 0.107 0.028
H -2.178264 0.393371 0.409982 0.117 -0.104 -0.050
H 0.603182 1.783180 0.878685 0.140 0.397 -0.245
H 1.796980 -0.181716 -0.782973 -0.064 0.092 0.145
H 2.652963 0.625926 0.594510 -0.219 -0.119 -0.012
```
Forces are in eV/Å.

Listed below, in e, are the natural (NBO) charges computed for each atom: number 1, C, carries -0.716; number 2, C, carries 0.439; number 3, O, carries -0.554; number 4, C, carries 0.005; number 5, C, carries -0.153; number 6, O, carries -0.615; number 7, H, carries 0.236; number 8, H, carries 0.240; number 9, H, carries 0.239; number 10, H, carries 0.504; number 11, H, carries 0.189; number 12, H, carries 0.188